No. 1
ORCA calculation (wB97M-V/def2-TZVPD) on C49H63Ge2N12O2Se2Ti as an isolated structure at a distorted geometry.

Each line ends with the Mulliken charge.
Atoms and positions in Å:
Ti: 0.22036 0.94513 -0.03689  -0.093
Se: 0.82901 2.65688 -7.51530  0.230
N: 0.90390 1.12237 -6.60333  -0.891
C: 0.53205 1.37961 -5.37771  0.953
C: 0.45555 0.38164 -4.32135  0.875
C: 0.56322 -0.99798 -4.54954  -1.407
C: 0.40347 -1.86051 -3.49454  -1.638
C: 0.22794 -1.35077 -2.20401  -0.117
N: 0.16616 -0.04551 -1.97839  1.361
C: 0.19904 0.80227 -3.02218  -0.303
C: -0.17076 2.19116 -2.73801  -1.034
N: -0.50699 2.47184 -1.46788  0.716
C: -1.05584 3.65186 -1.19785  -0.802
C: -1.23498 4.62927 -2.17228  -1.016
C: -0.79731 4.38322 -3.45752  -0.964
C: -0.25260 3.13501 -3.76109  1.058
C: 0.18300 2.75398 -5.09780  0.876
N: 0.27487 3.59042 -6.09588  -0.922
H: 0.73894 -1.35467 -5.55548  0.562
H: 0.41832 -2.93243 -3.61871  0.593
H: 0.15875 -2.01072 -1.35663  0.667
H: -1.34527 3.81787 -0.16929  0.548
H: -1.69522 5.56704 -1.89619  0.575
H: -0.88612 5.12371 -4.24144  0.559
C: 2.28504 3.87488 -1.13301  -1.283
N: 2.45770 2.54938 -1.74792  1.303
C: 3.31663 2.62448 -2.93372  -0.533
C: 4.72923 2.50405 -2.36767  -0.951
N: 4.49846 1.67751 -1.18595  0.217
C: 5.58404 1.56665 -0.21671  -1.124
C: 3.15820 1.65854 -0.88344  -1.658
N: 2.51700 0.90215 -0.07058  1.153
C: 3.32890 -0.10779 0.64633  -1.554
C: 2.50735 -1.24142 1.22764  -0.383
N: 2.04312 -2.09697 0.15904  0.061
C: 1.82016 -3.33325 0.28799  -0.655
N: 1.94303 -4.17224 1.40525  0.148
C: 3.20634 -4.30140 2.10861  -1.047
C: 1.27795 -5.44093 1.12157  -0.858
C: 0.46428 -5.11824 -0.13273  -0.016
N: 1.23075 -4.06174 -0.79885  0.877
C: 2.27010 -4.56104 -1.69575  -1.216
H: 1.76438 4.51312 -1.84642  0.382
H: 3.23656 4.34382 -0.85442  0.407
H: 1.68668 3.78257 -0.23096  -0.056
H: 3.14318 3.55389 -3.47250  0.454
H: 3.09359 1.78347 -3.59549  0.331
H: 5.15623 3.47340 -2.08802  0.488
H: 5.41493 2.00830 -3.05537  0.401
H: 6.41973 2.15508 -0.59146  0.442
H: 5.92371 0.54117 -0.08417  0.283
H: 5.29054 1.98357 0.74536  0.278
H: 3.89773 0.37088 1.44730  0.505
H: 4.04144 -0.52791 -0.06975  0.599
H: 1.62523 -0.82586 1.71766  -1.276
H: 3.06292 -1.72628 2.03380  0.770
H: 3.03443 -4.53212 3.16070  0.318
H: 3.79230 -3.39053 2.05255  0.392
H: 3.80597 -5.11172 1.67366  0.370
H: 0.64783 -5.75254 1.95497  0.427
H: 2.02469 -6.22645 0.94201  0.315
H: -0.51566 -4.71045 0.12423  -0.175
H: 0.32992 -5.97678 -0.78951  0.363
H: 2.90465 -3.72836 -1.99918  0.294
H: 1.80985 -4.98435 -2.58892  0.356
H: 2.90419 -5.33657 -1.24224  0.368
N: -2.22783 0.57512 -0.15794  -0.671
N: -2.48234 0.35382 1.22700  0.042
C: -1.45294 -0.34026 1.85952  -0.301
O: -1.50800 -0.73603 2.99381  -0.695
O: -0.37494 -0.41172 1.08386  -0.089
H: -2.84333 1.32460 -0.46282  0.338
H: -2.46516 -0.31284 -0.64417  -0.082
H: -3.39366 -0.04007 1.44349  0.386
C: -7.38677 -6.37828 -0.40361  -1.477
C: -6.16816 -5.49985 -0.46064  0.749
C: -5.04817 -5.85844 -1.18928  -0.966
C: -3.90723 -5.06060 -1.24554  0.821
C: -2.75359 -5.55146 -2.08371  -1.530
C: -3.86516 -3.84969 -0.54059  0.322
Se: -2.30380 -2.74104 -0.54487  -0.310
C: -5.00204 -3.47414 0.20266  0.940
C: -5.02492 -2.19896 0.99720  -1.207
C: -6.12186 -4.29162 0.22778  -1.065
H: -7.27088 -7.25088 -1.04652  0.342
H: -8.28225 -5.84333 -0.72525  0.337
H: -7.57081 -6.73719 0.61132  0.313
H: -5.05464 -6.79207 -1.74379  0.298
H: -2.23866 -6.38308 -1.59465  0.258
H: -2.02994 -4.75556 -2.24986  -0.002
H: -3.11301 -5.91476 -3.04847  0.472
H: -4.94217 -1.33179 0.33362  0.211
H: -4.17553 -2.16949 1.68404  0.168
H: -5.94908 -2.11393 1.56813  0.318
H: -6.98271 -3.97830 0.80983  0.332
C: -1.13378 1.42861 5.39612  -1.323
Ge: 0.51870 1.77691 4.39508  1.756
C: 1.58112 0.12173 4.36132  -1.147
C: 1.49721 3.07659 5.50897  -1.411
Ge: 0.31870 2.71625 2.13103  1.946
C: -1.24031 3.95602 2.27223  -0.031
C: -1.29653 5.23718 1.71224  0.208
C: -2.44784 6.01338 1.76298  -0.967
C: -3.59203 5.51895 2.37113  -0.564
C: -3.56990 4.24339 2.91680  -1.126
C: -2.41261 3.47858 2.86536  -0.326
C: 1.94953 3.86765 2.33885  0.864
C: 3.18888 3.22361 2.29658  0.638
C: 4.38078 3.89686 2.51856  -0.934
C: 4.37272 5.26011 2.78001  -0.962
C: 3.15573 5.92108 2.84242  -0.704
C: 1.96621 5.23127 2.63347  -1.027
H: -0.85006 0.97638 6.34863  0.481
H: -1.80031 0.74636 4.87415  0.309
H: -1.65476 2.36180 5.61056  0.384
H: 1.80966 -0.19247 5.38083  0.621
H: 2.52689 0.27148 3.83634  0.223
H: 1.01749 -0.67026 3.86959  0.238
H: 1.49642 2.71949 6.54050  0.511
H: 1.00905 4.05118 5.48496  0.399
H: 2.52876 3.20764 5.18506  0.318
H: -0.42973 5.64466 1.20293  0.373
H: -2.44857 7.00614 1.32921  0.430
H: -4.49181 6.11874 2.41686  0.392
H: -4.45709 3.83964 3.38878  0.438
H: -2.43106 2.48184 3.28782  0.559
H: 3.22018 2.15193 2.12334  -0.353
H: 5.32128 3.35672 2.51320  0.463
H: 5.29830 5.79220 2.95714  0.381
H: 3.12556 6.97852 3.07484  0.386
H: 1.03983 5.77628 2.74469  0.398

Force components x, y, z for each atom (eV/Å):
Ti -0.8 -0.5 0.7
Se 0.0 -0.1 0.2
N 0.0 0.0 0.0
C 0.0 0.1 -0.2
C -0.1 -0.2 0.2
C 0.1 0.0 0.0
C 0.0 0.0 0.0
C 0.1 0.0 0.0
N 0.1 0.1 -0.2
C 0.0 0.1 -0.3
C 0.1 0.0 -0.3
N 0.1 0.2 -0.2
C 0.1 0.0 -0.1
C 0.0 0.0 0.0
C 0.0 0.0 0.1
C -0.2 0.1 0.2
C 0.0 0.0 -0.1
N 0.0 0.0 0.0
H 0.0 0.0 0.0
H 0.0 0.0 0.0
H 0.1 -0.1 0.1
H 0.0 0.0 0.0
H 0.0 0.0 0.0
H 0.0 0.0 0.0
C 0.0 0.0 0.1
N 0.0 0.0 0.0
C 0.1 0.0 0.0
C 0.0 0.0 0.0
N 0.0 0.0 0.0
C 0.0 0.0 0.0
C -0.1 -0.1 -0.2
N 0.0 -0.2 0.0
C 0.0 0.0 0.0
C -0.3 0.0 0.1
N 0.5 0.1 -0.2
C -0.3 -0.1 0.1
N 0.1 0.0 -0.1
C 0.0 0.1 0.1
C 0.0 0.0 0.0
C 0.0 -0.1 0.0
N 0.0 0.1 0.1
C 0.0 0.0 -0.1
H 0.0 0.0 0.0
H 0.0 0.0 0.0
H 0.0 0.0 0.1
H 0.0 0.0 0.0
H 0.0 0.0 0.0
H 0.0 0.0 0.0
H 0.0 0.0 0.0
H 0.0 0.0 0.0
H 0.0 0.0 0.0
H 0.0 0.0 0.0
H -0.1 0.0 0.0
H 0.0 0.0 0.0
H 0.1 0.0 0.0
H 0.1 0.1 -0.2
H 0.0 0.0 0.0
H 0.0 -0.1 0.0
H 0.0 0.0 0.0
H 0.0 0.0 0.0
H 0.0 0.0 0.0
H 0.0 0.0 0.0
H 0.0 0.0 0.0
H 0.0 0.0 0.0
H 0.0 0.0 0.0
H 0.0 0.0 0.0
N 0.0 0.1 0.3
N -0.2 0.0 0.1
C 0.0 0.1 -0.1
O -0.2 -0.1 -0.1
O 0.7 0.2 0.2
H 0.1 -0.1 0.0
H 0.1 0.1 -0.1
H 0.1 0.0 -0.1
C 0.0 -0.1 0.0
C 0.0 0.1 0.0
C 0.0 0.0 0.0
C 0.1 0.0 -0.1
C 0.0 0.0 0.0
C 0.0 0.0 0.0
Se -0.1 0.2 -0.1
C 0.0 0.0 0.0
C 0.0 0.0 0.0
C 0.0 -0.1 0.0
H 0.0 0.0 0.0
H 0.0 0.0 0.0
H 0.0 0.0 0.0
H 0.0 0.0 0.0
H 0.0 0.0 0.0
H 0.0 0.0 0.0
H 0.0 0.0 0.0
H 0.0 0.0 0.0
H 0.0 0.0 0.0
H 0.0 0.0 0.0
H 0.0 0.0 0.0
C 0.0 0.0 0.0
Ge 0.0 -0.1 0.1
C 0.0 0.0 0.0
C 0.0 0.0 0.0
Ge 0.0 0.1 -0.2
C 0.0 0.0 0.0
C 0.1 0.0 0.0
C 0.0 0.0 0.0
C 0.0 0.0 0.0
C 0.0 0.0 0.0
C 0.0 0.0 0.0
C -0.1 0.0 -0.1
C 0.0 -0.1 0.0
C 0.0 0.0 0.0
C 0.0 0.0 0.0
C 0.0 0.0 0.0
C 0.0 0.0 0.0
H 0.0 0.0 0.0
H 0.0 0.0 0.0
H 0.0 0.0 0.0
H 0.0 0.0 0.0
H 0.0 0.0 0.0
H 0.0 0.0 0.0
H 0.0 0.0 0.0
H 0.0 0.0 0.0
H 0.0 0.0 0.0
H 0.1 0.0 0.0
H 0.0 0.0 0.0
H 0.0 0.0 0.0
H 0.0 0.0 0.0
H 0.0 0.0 0.0
H 0.0 0.1 0.0
H 0.0 0.0 0.0
H 0.0 0.0 0.0
H 0.0 0.0 0.0
H -0.1 0.0 0.0

Summary:
- <S²>: 0.755
- Spin multiplicity: 2
- Largest force on an atom: 1.21 eV/Å
- E_LUMO (spin up / spin down): -1.37 / -1.37 eV
- Relative energy (zero: lowest compared OMol25 entry of this formula, charge and spin): 0.467 eV
- Net charge: 0

---

No. 2
ORCA calculation (wB97M-V/def2-TZVPD) on C49H63N4O2Pb as an isolated structure at a distorted geometry.

Each line ends with the Mulliken charge.
Atoms and positions in Å:
Pb: 9.17591 13.44086 13.38660  1.569
C: 7.18043 9.35594 8.60000  -1.040
C: 8.61757 9.68793 9.01599  -0.915
C: 8.78310 11.01872 9.69784  0.146
C: 9.34878 12.16121 9.17430  0.191
C: 10.10252 12.28498 7.89195  -1.199
C: 11.66002 12.40632 8.11358  -0.711
C: 9.18132 13.23858 10.14838  -0.241
N: 8.47846 12.76422 11.24745  -0.257
C: 8.28735 11.39215 11.01802  -0.115
C: 7.73455 10.48415 11.92624  -0.636
C: 7.25378 10.79610 13.19196  -0.120
C: 6.79916 9.81935 14.13414  0.415
C: 6.66424 8.35211 13.86217  -1.000
C: 5.66549 8.02852 12.74902  -1.075
C: 6.48176 10.53743 15.29748  0.367
C: 6.80551 11.89602 15.06938  -1.234
C: 6.57239 12.97311 15.96569  -0.179
C: 6.87692 14.34979 15.73498  0.556
N: 7.54160 14.80768 14.59702  0.322
C: 7.72260 16.17622 14.79226  0.233
C: 8.36679 17.06781 13.94977  -0.593
C: 8.87304 16.72822 12.67662  0.075
N: 8.88554 15.46092 12.13415  -0.168
C: 9.51502 15.60235 10.88873  -0.099
C: 9.60885 14.56808 9.95288  -0.146
C: 9.78303 17.00108 10.59883  0.176
C: 9.38115 17.70883 11.71094  0.322
C: 9.33567 19.20773 11.85137  -0.967
C: 7.88634 19.73080 11.74102  -1.076
C: 10.41439 17.53091 9.33211  -1.089
C: 11.94304 17.33802 9.37345  -0.960
C: 6.92871 16.63492 15.95968  0.019
C: 6.49551 15.48345 16.59515  -0.131
C: 5.72852 15.25675 17.82833  -0.879
C: 6.55547 14.47928 18.83758  -0.791
C: 6.54160 18.06336 16.31317  -0.971
C: 7.47798 18.64520 17.36445  -1.168
N: 7.27965 12.07325 13.75650  -0.068
C: 6.02215 9.93658 16.58895  -1.074
C: 7.10187 9.96369 17.72577  -0.758
H: 7.11504 8.47427 7.95377  0.422
H: 6.79107 10.15899 7.98546  0.315
H: 6.62863 9.09958 9.50721  0.097
H: 9.27736 9.62169 8.13994  0.489
H: 8.98156 8.87546 9.66321  0.319
H: 9.77740 13.15922 7.28961  0.387
H: 9.91192 11.42602 7.24146  0.487
H: 11.86094 13.40336 8.52468  0.057
H: 12.10480 12.38204 7.09707  0.393
H: 12.02726 11.59713 8.74792  0.182
H: 7.91733 9.43814 11.73398  0.612
H: 6.33246 7.86072 14.75875  0.497
H: 7.67026 7.94178 13.63418  0.268
H: 4.65289 7.98947 13.17104  0.334
H: 5.85063 7.13005 12.13610  0.298
H: 5.56338 8.88817 12.01757  0.224
H: 6.04302 12.74263 16.87690  0.990
H: 8.45617 18.11644 14.28104  0.511
H: 10.13230 14.74772 9.00488  0.249
H: 10.02404 19.66300 11.11296  0.491
H: 9.67906 19.48005 12.87378  0.320
H: 7.32079 19.23971 10.96678  0.327
H: 7.90650 20.78400 11.46124  0.419
H: 7.32880 19.53602 12.69758  0.164
H: 10.24079 18.61928 9.22855  0.437
H: 10.00184 16.97788 8.46228  0.346
H: 12.34212 17.94417 10.19343  0.269
H: 12.43385 17.70109 8.46593  0.398
H: 12.17099 16.28342 9.51763  0.113
H: 4.80371 14.65521 17.60381  0.293
H: 5.48707 16.24704 18.25128  0.391
H: 6.90839 13.52682 18.45554  0.027
H: 6.03512 14.35126 19.79052  0.385
H: 7.49226 15.04417 19.00240  0.286
H: 5.47846 18.07402 16.63205  0.441
H: 6.54500 18.73695 15.42765  0.254
H: 7.38577 18.13417 18.36635  0.253
H: 7.30810 19.69864 17.49201  0.448
H: 8.50420 18.57677 17.04581  0.285
H: 5.70886 8.88598 16.40863  0.422
H: 5.11011 10.46621 16.95730  0.380
H: 8.07106 9.61576 17.32780  0.146
H: 6.72656 9.23889 18.47579  0.399
H: 7.29600 10.96783 18.07482  0.011
C: 10.85417 12.52516 17.28506  -2.469
C: 11.47574 12.59501 15.91698  1.132
C: 11.88137 13.88127 15.41575  1.198
C: 11.48446 15.17770 16.10062  -1.854
C: 12.65010 13.94642 14.24022  0.607
C: 13.19887 15.29126 13.74774  -1.888
C: 12.84914 12.75494 13.42248  1.356
C: 13.57974 12.94866 12.09344  -1.723
C: 12.24487 11.52058 13.80041  0.596
C: 12.38540 10.29616 12.89054  -2.129
C: 11.60100 11.45639 15.10295  1.400
C: 11.04443 10.10829 15.63283  -2.049
H: 9.78740 12.72898 17.30568  0.353
H: 11.30759 13.26256 17.96076  0.496
H: 11.07334 11.57658 17.75303  0.470
H: 12.31778 15.63413 16.69409  0.367
H: 10.62746 14.97612 16.78185  0.274
H: 11.30494 15.97077 15.31182  0.214
H: 12.74147 15.51705 12.75500  0.136
H: 14.26021 15.26262 13.56515  0.487
H: 12.94982 16.08735 14.46034  0.469
H: 13.70860 11.95444 11.56746  0.449
H: 14.56533 13.37033 12.22396  0.453
H: 13.02790 13.60873 11.41127  0.157
H: 12.35805 10.60791 11.85708  0.335
H: 11.53533 9.53060 13.04233  0.350
H: 13.34440 9.75492 13.05967  0.232
H: 9.94093 10.24457 15.72120  0.206
H: 11.43945 9.86688 16.63083  0.392
H: 11.22720 9.29578 14.93997  0.383
O: 4.59360 15.46246 13.83585  -0.662
C: 5.00494 14.46318 13.20561  0.536
O: 5.28615 14.11592 12.06375  -0.574
H: 5.24443 13.53252 13.76383  -0.261

Force components x, y, z for each atom (eV/Å):
Pb -0.9 0.4 0.0
C 0.4 -0.5 0.0
C 0.6 -0.5 0.0
C 0.1 0.8 0.2
C -0.2 0.0 0.3
C 0.7 0.3 -0.3
C -1.2 0.4 -1.1
C -0.9 -0.8 0.3
N 1.0 -1.4 -1.4
C 0.0 1.0 -0.3
C 0.8 0.8 0.2
C 0.6 1.2 0.5
C -0.7 1.0 1.3
C 0.6 0.0 -0.5
C -0.9 1.2 -1.2
C 0.3 -1.9 -0.7
C 0.3 1.8 -1.6
C 0.6 1.1 -0.9
C 0.4 -0.5 -1.1
N 0.8 1.1 2.0
C -1.7 -0.8 0.2
C 0.4 -0.2 -0.6
C -0.2 -0.3 -0.3
N 1.5 1.6 -0.7
C -1.4 -0.3 0.1
C 0.5 -0.4 0.5
C -0.1 0.4 0.7
C 0.3 -0.6 -0.5
C -0.1 -0.4 0.7
C 0.0 0.0 0.6
C 0.1 -0.2 0.0
C -0.2 0.3 0.0
C -0.3 -1.3 0.4
C 0.7 0.1 -1.9
C -1.0 -0.1 0.2
C 1.0 0.6 0.5
C -0.1 -0.3 -0.4
C -0.3 -0.5 1.0
N -0.5 -1.9 1.4
C -0.3 0.2 0.5
C -0.5 -1.1 -1.1
H 0.4 -0.1 0.1
H -0.5 0.3 0.4
H -0.5 0.6 -0.3
H -0.1 0.3 0.1
H -0.1 0.2 0.1
H 0.1 -0.3 0.4
H 0.0 0.0 0.2
H 0.2 -0.4 0.2
H 0.1 -0.2 0.7
H 0.1 0.2 -0.1
H -0.5 -0.2 -0.4
H 0.0 -0.3 0.5
H -0.4 0.1 0.0
H 0.2 -0.3 0.0
H 0.1 0.2 0.6
H 0.4 -0.9 0.7
H 0.0 -0.1 0.0
H -0.2 -0.6 -0.3
H -0.3 0.1 0.4
H -0.5 -0.1 0.4
H 0.2 0.0 -0.6
H -0.1 -0.4 -0.4
H -0.2 0.2 0.4
H 0.5 0.4 -0.9
H -0.3 -0.6 -0.1
H 0.1 0.6 0.4
H 0.1 -0.3 0.1
H -0.1 -0.2 -0.1
H 0.2 0.0 0.1
H 0.6 0.9 0.1
H -0.4 -0.5 0.0
H -0.3 -0.2 0.1
H 0.1 -0.1 -0.1
H -0.3 -0.1 0.3
H 0.6 -0.1 0.1
H 0.2 -0.7 0.3
H 0.1 0.5 -1.0
H -0.3 0.6 0.3
H 0.5 -0.3 -0.2
H 0.2 0.6 0.2
H 0.6 -0.3 -0.2
H -0.4 -0.1 0.1
H 0.6 0.8 0.1
H -0.3 0.2 0.4
C 0.6 0.4 0.4
C 0.2 0.9 -1.1
C 0.7 -0.8 -0.4
C 0.3 0.5 0.0
C 0.0 -1.1 -0.6
C -1.2 -0.5 -0.4
C -0.9 0.8 0.8
C -0.5 -1.6 -0.3
C 0.3 1.0 1.1
C -0.9 -1.0 0.9
C 0.7 -0.5 -0.5
C -0.6 1.4 -0.2
H -0.3 -0.2 -0.2
H 0.0 0.0 -0.3
H -0.3 -0.4 0.1
H -0.5 -0.6 -0.1
H 0.4 0.7 -0.7
H -0.6 -1.0 1.1
H 0.2 0.1 0.7
H 0.5 -0.1 0.1
H 0.4 -0.2 -0.5
H 0.0 1.3 0.5
H 0.3 0.2 0.1
H 0.0 -0.1 0.2
H -0.1 -0.1 -0.3
H 1.3 1.3 -0.3
H -0.6 0.3 0.0
H 0.6 -0.3 0.1
H -0.1 0.0 -0.4
H 0.1 -0.1 0.1
O 0.0 0.4 -0.8
C 0.3 -1.9 1.7
O -0.2 1.7 -2.7
H -0.5 -0.1 1.7

Summary:
- Largest force on an atom: 3.21 eV/Å
- E_LUMO (spin up / spin down): 1.54 / 1.54 eV
- Net charge: -1

---

| no. | calculated total energy (eV) |
| --- | --- |
| 1 | -340653.50661 |
| 2 | -67139.97341 |